Here is a gas-phase ion, C3H7N2S2 (charge +1) from the OMol25 dataset. Energies are from ωB97M-V/def2-TZVPD.

Bonds (Å) are listed after each position.
Element x y z (Å)
1 C -0.582 -0.017 -1.006  N4 1.362, N5 1.345, S7 1.744
2 C 0.233 -0.985 1.187  C3 1.525, N4 1.433, H8 1.096, H9 1.115
3 C 1.164 0.157 1.581  C2 1.525, S6 1.637, H10 1.126
4 N -0.740 -0.483 0.264  C1 1.362, C2 1.433, H11 0.963
5 N -1.131 1.193 -1.214  C1 1.345, H12 0.951, H13 0.995
6 S 1.532 1.351 0.522  C3 1.637
7 S 0.447 -1.086 -1.922  C1 1.744, H14 1.409
8 H 0.856 -1.845 0.918  C2 1.096
9 H -0.452 -1.172 2.046  C2 1.115
10 H 1.892 0.084 2.437  C3 1.126
11 H -1.359 -0.007 0.829  N4 0.963
12 H -1.604 1.629 -0.513  N5 0.951
13 H -1.287 1.636 -2.091  N5 0.995
14 H 1.030 -0.453 -3.038  S7 1.409

**Kohn-Sham gap**: 8.4516 eV
**Charge**: +1
**Relative energy (zero: lowest compared OMol25 entry of this formula, charge and spin)**: 204.9 kJ/mol
**E_LUMO**: -0.15873 Eh